Density functional theory data (ωB97M-V with the def2-TZVPD basis set) for C14H35CuN3S2 as an isolated structure at a distorted geometry.

Geometry as ORCA input:
```
! RIJCOSX wB97M-V def2-TZVPD def2/J DEFGRID3
* xyz 2 2
Cu -0.503 0.032 0.104
S -1.145 2.218 -0.199
S -1.110 -2.243 -0.019
C -2.972 2.275 -0.284
C -0.762 2.372 -1.973
C -1.151 1.128 -2.747
N -0.569 -0.061 -2.084
C -1.091 -1.328 -2.643
C -0.665 -2.495 -1.770
H 0.320 2.557 -2.040
H -1.316 3.250 -2.316
H -0.775 1.193 -3.780
H -2.244 1.006 -2.780
H -0.710 -1.465 -3.669
H -2.187 -1.250 -2.688
H 0.422 -2.652 -1.812
H -1.187 -3.411 -2.059
C -2.910 -2.459 -0.210
H 0.447 -0.041 -2.230
H -3.365 -1.671 -0.822
H -3.346 -2.451 0.795
H -3.066 -3.445 -0.664
H -3.350 2.254 0.745
H -3.400 1.441 -0.854
H -3.243 3.233 -0.746
C 5.027 0.175 -1.722
C 5.203 0.232 -0.389
H 4.939 1.091 -2.322
H 5.018 -0.778 -2.266
H 5.290 1.197 0.129
H 5.330 -0.674 0.219
C 2.136 1.114 0.343
N 1.432 -0.112 0.785
C 2.127 -1.292 0.215
C 1.386 -0.223 2.297
C 0.043 -0.738 2.788
N -1.054 0.141 2.284
C -2.403 -0.410 2.473
C -0.978 1.499 2.859
H 3.121 1.171 0.830
H 1.534 2.004 0.568
H 2.291 1.070 -0.740
H 3.155 -1.336 0.615
H 1.576 -2.210 0.454
H 2.186 -1.198 -0.877
H 2.186 -0.918 2.607
H 1.597 0.772 2.717
H -0.143 -1.758 2.417
H 0.031 -0.746 3.893
H -2.366 -1.502 2.486
H -2.846 -0.038 3.408
H -3.040 -0.083 1.640
H -0.997 1.447 3.964
H -0.069 2.021 2.545
H -1.838 2.097 2.526
*
```

## Properties
* largest force on an atom: 1.34 eV/A
* HOMO-LUMO gap (spin up / spin down): 9.738 / 6.679 eV
* energy above the lowest of the compared OMol25 structures with the same formula, charge and spin: 0.00 kJ/mol
* E_tot: -85851.21312 eV
* highest occupied orbital energy (spin up / spin down): -14.883 / -14.880 eV
* ⟨S²⟩: 0.755